Entry 1:
100
Properties=species:S:1:pos:R:3:forces:R:3 method="wB97M-V/def2-TZVPD" max_force_ha_per_bohr=0.052 spin_multiplicity=4 s2=3.773 e_tot_ev=-83413.2337 orbital_gap_ev="5.3 / 4.8"
V -0.31988 -0.19443 -0.11889 0.4 0.1 -1.1
Si 2.91157 3.35776 -4.96410 -0.1 -0.2 0.0
O 0.54314 0.72934 5.03726 1.1 1.0 0.2
O 0.54573 -1.60068 -1.18779 0.4 -0.9 -0.7
O 0.86598 -0.26697 -6.13672 -0.1 -0.3 -0.5
O 0.42649 -0.26005 1.49600 -0.6 -0.2 0.5
O 0.42840 2.44486 3.66912 1.0 0.2 0.8
N -0.80383 -1.01003 1.75082 1.0 -0.8 1.0
N -1.64274 1.18165 -0.01839 -0.6 0.7 -0.7
N 0.04278 1.35599 4.09134 -2.1 -1.5 -0.8
C -2.97302 1.89334 -3.41198 0.2 0.1 -0.1
C 0.72177 -2.81641 2.55842 -0.2 -0.5 -0.2
C -1.51207 -0.40858 -6.73252 0.0 -0.1 0.0
C 0.26705 -3.18757 -3.04969 -0.1 -0.1 -0.1
C -0.23540 3.65205 -0.58306 0.4 0.3 0.2
C -2.23927 1.61774 1.09553 1.0 -0.1 -0.8
C -1.80953 1.79881 -1.30690 -0.7 0.5 0.6
C 1.76020 -1.89821 3.10916 0.2 0.5 0.6
C -1.53649 3.71980 -2.72289 -0.1 -0.2 -0.3
C -0.15515 -2.80656 -1.64417 0.5 0.2 0.1
C -2.81190 -2.94263 1.05017 -0.5 0.1 -0.4
C -3.34458 -0.10860 -1.94231 -0.5 -0.4 0.0
C 2.01818 -1.59890 -1.27666 -0.5 0.0 -0.2
C 2.52676 3.88110 -6.73186 0.0 0.0 -0.1
C 2.63998 -2.76097 -0.54078 0.0 -0.1 0.2
C 4.44950 2.27716 -4.94367 0.1 0.0 0.0
C 1.82690 -1.02053 -6.89373 -0.3 0.4 0.2
C -1.18600 -4.70949 1.71468 0.1 0.1 0.1
C 1.23970 -2.19486 -7.66063 0.0 0.0 -0.1
C -1.47466 -3.34996 1.60139 0.2 -0.2 0.1
C 0.99327 -4.19130 2.59659 -0.2 0.2 0.1
C -2.04687 0.96870 2.31979 -1.6 0.1 0.3
C -2.40946 3.14687 -3.65064 0.0 0.0 0.0
C -2.25117 -1.11623 3.68314 -0.4 0.1 1.1
C 0.05036 -5.12742 2.19609 0.1 -0.2 0.1
C 1.48536 2.34929 -4.24395 -0.1 -0.1 0.0
C 3.21851 4.92352 -3.96797 0.0 0.0 0.1
C -1.19462 3.04121 -1.55874 -0.3 -0.2 0.0
C -3.13866 2.80606 1.01375 -0.5 0.3 0.5
C -2.69262 1.20841 -2.23332 0.4 0.4 0.2
C -0.20014 0.34142 -6.89400 0.4 0.0 0.2
C -1.69636 -0.34268 2.55630 0.9 0.4 0.0
C -0.51248 -2.42192 2.02483 0.0 0.4 -0.6
H -3.73206 -0.17342 -0.91290 0.2 0.0 -0.3
H -2.49293 1.47838 3.17542 0.0 -0.3 -0.3
H 0.44519 2.91098 -0.13659 -0.3 0.2 -0.1
H 3.35547 4.47190 -7.14797 -0.2 -0.1 0.1
H 4.22920 1.28342 -5.35750 0.1 0.2 0.1
H 0.51818 2.78311 -4.53907 0.2 -0.1 0.1
H 2.43588 5.67146 -4.15758 0.2 -0.1 0.1
H -2.56220 3.74192 0.98702 -0.2 -0.3 -0.1
H -2.85838 -1.88596 0.74450 0.1 -0.3 0.2
H 3.23937 4.71745 -2.88929 0.0 0.1 -0.2
H -1.09599 4.70380 -2.89946 -0.1 -0.3 -0.1
H 4.81445 2.14373 -3.91592 0.0 0.0 -0.2
H 1.48136 1.29347 -4.57378 0.1 0.5 0.0
H -0.74358 4.17474 0.24055 0.2 -0.3 -0.2
H 2.37179 3.00991 -7.38302 0.0 0.2 0.1
H -2.73661 -0.40738 4.36126 0.0 -0.2 -0.1
H 2.01546 -2.22131 4.12829 0.0 0.0 -0.3
H 5.25750 2.72535 -5.53766 -0.1 -0.1 0.1
H -2.99916 -1.85192 3.35899 0.1 0.3 0.0
H -2.66195 -0.95891 -2.11222 -0.2 0.2 0.1
H 1.31070 -3.52722 -3.06604 -0.3 0.0 -0.1
H -4.19805 -0.24928 -2.61861 0.2 0.0 0.1
H -2.65208 3.68406 -4.56734 0.0 -0.1 0.2
H 1.42306 -0.86282 3.16417 0.2 -0.3 0.2
H 0.06580 0.41076 -7.96548 0.0 0.0 0.4
H 2.34315 -0.33905 -7.59219 0.0 -0.2 0.2
H 0.62841 -2.83692 -7.01604 0.1 0.2 -0.1
H -2.28917 0.07691 -7.33043 0.0 0.0 0.1
H 3.72891 -2.66261 -0.57318 -0.1 0.0 -0.1
H 1.97115 -4.49540 2.97960 -0.4 0.0 -0.1
H 2.24980 -1.59326 -2.34565 0.2 0.0 0.2
H -0.36572 -4.01583 -3.39009 0.2 0.1 0.1
H -1.22630 -2.56805 -1.58751 0.3 0.1 0.0
H 0.63004 -1.85196 -8.50399 0.0 -0.1 0.2
H -3.77250 2.82004 1.90810 0.2 0.2 -0.2
H -3.61570 -3.11274 1.78754 0.3 0.1 -0.3
H 2.34622 -2.77498 0.51514 0.0 0.0 -0.3
H -0.30659 1.35983 -6.48622 0.1 -0.3 -0.2
H -1.94776 -5.42974 1.41316 0.2 0.1 0.1
H -1.41600 -1.44509 -7.07662 -0.1 0.2 0.1
H 2.55562 -1.37987 -6.15412 -0.2 0.2 -0.2
H 0.37359 4.40859 -1.09319 -0.1 -0.2 0.1
H 1.51670 2.34495 -3.14517 0.0 0.1 -0.2
H -1.83650 -0.40923 -5.68470 0.1 0.0 -0.2
H -1.48427 -1.66264 4.24498 0.0 0.2 -0.2
H 2.31044 -0.63675 -0.83943 -0.1 -0.2 -0.1
H -3.65474 1.43381 -4.12991 0.2 0.2 0.1
H 2.37380 -3.72085 -0.99287 0.1 0.1 0.1
H 2.68069 -1.94016 2.51263 -0.1 0.0 0.1
H -3.80047 2.75144 0.13790 0.3 0.1 0.1
H -3.06346 -3.54936 0.16302 0.1 0.2 0.3
H 2.05168 -2.80467 -8.06575 0.0 0.1 0.0
H 4.18419 5.37097 -4.24476 -0.2 -0.1 0.1
H 0.14792 -2.35949 -3.76351 0.0 -0.1 0.3
H 0.04689 -3.60340 -0.91692 0.0 0.1 -0.2
H 0.27745 -6.18858 2.28710 -0.1 0.2 -0.1
H 1.62139 4.50262 -6.77484 0.2 -0.1 0.0



Entry 2:
99
Properties=species:S:1:pos:R:3:forces:R:3 method="wB97M-V/def2-TZVPD" max_force_ha_per_bohr=0.169 charge=+3 spin_multiplicity=1 e_tot_ev=-95655.1531 orbital_gap_ev="4.4 / 4.5"
Ti 0.03740 0.72985 0.04517 2.8 -1.7 -2.6
S 1.73497 -0.10889 1.72981 -0.2 0.0 -0.7
P -0.31954 -3.39438 -0.19558 0.1 -0.6 0.2
P -0.77554 3.06086 0.12812 -0.5 1.6 -0.9
O -1.82139 0.42191 2.59750 3.5 0.4 -4.9
N 1.13270 -0.09834 -1.28419 -1.9 1.4 0.4
N -1.53919 0.64239 -1.37031 2.1 -0.6 0.0
N 1.76905 -0.25226 4.46503 -0.5 0.5 -0.6
N 0.85879 1.57433 3.74869 0.3 -0.3 -0.3
C -1.79314 -4.80200 1.48749 -0.1 -0.3 -0.7
C 1.41557 3.63453 -1.54140 0.0 -0.1 -0.1
C -3.85639 0.13483 -2.77379 0.1 -0.7 0.4
C -1.67692 -0.56290 -2.04933 0.3 -0.1 0.4
C 0.65951 -4.25162 2.26185 0.1 -0.3 0.3
C 0.61805 -4.55393 -2.49061 0.0 0.5 -0.2
C -2.42433 5.33577 0.71218 0.1 0.2 0.1
C 2.23713 -4.03711 -0.63682 0.1 0.6 0.6
C 1.64295 -0.60367 -3.63869 0.3 -0.5 -0.1
C -1.15927 0.50238 1.61690 -5.4 -0.7 6.8
C 0.67682 5.51270 -0.05632 0.2 0.2 0.0
C -1.09933 -2.52556 2.28904 -0.1 0.2 -0.1
C 0.73589 -0.71098 -2.36269 2.6 0.5 -0.4
C 1.45844 0.42798 3.33161 -0.5 0.3 1.5
C 1.88402 3.54375 0.90654 0.0 -0.1 0.0
C -2.96724 -0.89628 -2.53105 -0.4 0.1 -0.2
C 0.86858 3.99548 -0.15506 -0.4 0.4 0.2
C -0.63227 -3.79659 1.56550 1.2 0.4 0.3
C 0.63012 -6.07312 -0.52526 0.0 -0.3 0.1
C -2.10073 3.91050 1.20558 0.3 0.0 0.4
C 3.11345 -0.74311 -3.23830 0.1 0.1 0.1
C -0.52048 -1.27606 -2.43802 -2.3 -0.6 0.3
C 2.38962 -1.56894 4.51691 0.2 -0.5 0.1
C -1.60508 3.95262 2.65858 -0.1 0.2 0.1
C 1.33719 0.45786 5.57266 0.1 0.1 -0.2
C 0.78356 1.61159 5.12907 0.0 -0.2 -0.2
C -2.28546 1.68055 -1.78001 -1.1 0.8 -0.2
C 1.39596 0.80350 -4.19701 -0.2 0.4 0.3
C -3.47109 1.45472 -2.47424 0.7 0.6 0.4
C -1.73080 3.06796 -1.45875 -0.5 -0.4 -0.5
C 1.25172 -1.61270 -4.72446 -0.3 -0.2 -0.1
C -3.39176 3.07198 1.14664 0.1 -0.1 -0.1
C 0.84697 -4.61339 -0.97242 -0.6 -0.6 0.2
H -0.43852 -4.70486 -2.75392 0.3 0.0 0.0
H -2.57430 3.76474 -1.43540 0.3 0.0 0.2
H 3.30640 -0.15865 -2.33190 0.1 -0.1 -0.2
H 0.45622 -4.47180 3.31844 0.0 0.0 -0.2
H 0.33533 0.92901 -4.43389 0.0 0.1 -0.1
H 1.59019 -1.27409 -5.71440 0.1 -0.1 0.4
H -1.07453 3.42864 -2.26720 -0.2 -0.4 0.2
H 0.84667 -6.26939 0.52835 -0.1 0.0 -0.4
H -0.40195 -6.38631 -0.74286 0.3 0.0 0.0
H 0.15890 -1.70832 -4.79557 0.3 0.0 -0.2
H 2.27984 -2.97170 -0.91476 0.2 -0.1 0.0
H 0.34169 2.43792 5.65541 0.0 0.0 0.1
H -2.57159 5.39568 -0.37344 0.0 0.1 0.3
H -4.14623 3.58138 1.76457 0.2 -0.2 -0.2
H 1.58838 2.55295 -1.65638 -0.1 0.3 0.0
H 2.95151 -1.64516 5.45522 -0.1 0.0 -0.3
H 1.62727 -2.36296 4.49020 0.2 0.4 0.0
H 1.11246 -5.14514 1.82447 -0.2 0.3 0.3
H -1.51390 -5.74821 1.00713 -0.1 0.2 0.3
H -3.24375 2.06846 1.55479 -0.2 0.2 -0.1
H -2.36453 4.47046 3.26527 0.3 -0.2 -0.1
H -0.28552 -1.78832 2.32852 -0.2 -0.3 0.0
H 3.37759 -1.78529 -3.04075 0.0 0.0 0.0
H 1.29106 -6.73556 -1.10570 -0.2 0.3 0.1
H 2.48527 -4.10542 0.42792 0.0 -0.1 -0.3
H 1.98069 0.99459 -5.10819 -0.1 -0.3 0.3
H 2.82917 4.07250 0.71403 -0.2 -0.2 0.2
H -3.16283 -1.94760 -2.75808 -0.1 0.5 -0.3
H 3.02647 -4.56094 -1.19570 -0.4 0.0 -0.1
H 2.10322 2.46284 0.86807 0.0 0.3 -0.1
H 1.63604 5.99198 -0.30146 -0.2 -0.1 0.0
H 3.06695 -1.68505 3.66343 -0.1 0.0 0.3
H 1.67156 -2.60822 -4.54141 0.0 0.2 -0.1
H -3.36894 5.64958 1.18356 0.3 -0.1 -0.1
H 2.38887 4.13290 -1.66387 -0.3 -0.1 0.0
H 0.56845 2.31389 3.11242 0.1 -0.3 0.3
H -4.83490 -0.06076 -3.21110 0.3 0.0 0.1
H 1.68404 1.55719 -3.45746 -0.1 0.0 -0.2
H 3.77552 -0.36889 -4.03037 -0.2 -0.2 0.1
H -1.66046 6.06705 1.00187 -0.3 -0.3 -0.1
H -1.95756 -2.05862 1.79633 0.0 -0.2 0.1
H 1.20707 -5.33558 -2.98747 -0.1 0.1 0.2
H -0.06681 5.89293 -0.76752 0.2 -0.1 0.2
H -0.65984 4.50802 2.76723 -0.3 -0.1 -0.1
H 1.47869 0.07491 6.57038 0.0 0.1 0.0
H -1.38364 -2.75988 3.32528 0.0 -0.1 -0.3
H 0.96210 -3.58905 -2.88903 -0.2 -0.3 0.1
H -2.17756 -5.02277 2.49178 0.2 0.2 -0.1
H -2.61157 -4.34996 0.90592 -0.1 -0.2 0.2
H -0.68475 -2.19777 -2.99338 0.0 0.6 -0.3
H -3.79890 2.98819 0.13249 0.0 0.0 0.3
H 1.56705 3.79350 1.92751 0.1 0.1 -0.2
H 0.76597 3.98491 -2.35330 0.3 -0.1 0.2
H -4.10479 2.30078 -2.73153 0.2 -0.2 -0.1
H 1.39720 -3.43401 2.22583 -0.2 -0.3 0.1
H -1.48948 2.94122 3.07133 -0.1 0.2 0.0
H 0.41057 5.83794 0.95770 0.0 -0.1 -0.3